ORCA calculation (wB97M-V/def2-TZVPD) on C31H26Br3N5O10 as an isolated structure in a non-equilibrium geometry.

Structure (XYZ):
```
75
Properties=species:S:1:pos:R:3:forces:R:3:mulliken_charge:R:1
C -3.429 7.527 16.354 1.5 1.9 -1.2 -0.357
Br -4.145 9.410 15.998 0.5 -1.5 0.2 -0.039
Br -3.798 6.977 18.085 -0.4 -0.4 0.6 0.050
Br -1.384 7.601 16.094 -1.7 -0.1 0.0 -0.038
H -3.823 6.886 15.565 0.1 0.1 0.4 0.383
C -9.841 10.049 19.006 -0.5 0.9 -0.5 -0.360
C -10.630 8.927 18.928 0.4 0.0 0.7 -0.389
C -12.004 9.013 19.043 -1.4 0.1 -1.5 -0.301
C -12.700 10.274 18.975 2.6 -1.0 0.1 0.070
C -11.875 11.397 18.985 0.1 0.2 0.0 -0.251
C -10.468 11.277 18.956 -0.4 0.2 1.0 -0.392
N -14.155 10.383 18.772 -0.8 1.0 0.2 0.912
O -14.642 11.529 18.615 1.1 -2.4 0.3 -0.559
O -14.783 9.334 18.759 0.3 1.0 0.0 -0.555
H -8.768 9.959 19.086 0.1 0.1 -0.2 0.385
H -10.025 8.042 18.802 -0.8 -0.8 0.3 0.337
H -12.534 8.076 18.952 -0.4 0.1 0.2 0.376
H -12.319 12.376 19.091 -0.1 0.1 -0.4 0.389
H -9.821 12.138 19.037 -0.3 0.4 -0.1 0.338
C -7.439 2.085 11.737 0.1 0.6 -1.0 -0.329
C -6.672 1.516 10.730 0.2 -1.6 0.5 -0.438
C -6.818 0.147 10.452 -2.2 -0.6 -0.8 -0.315
C -7.955 -0.609 10.971 2.7 2.4 -0.8 0.068
C -8.749 0.114 11.837 -1.1 -2.5 1.6 -0.169
C -8.463 1.363 12.302 0.8 1.4 -0.1 -0.408
N -8.217 -2.017 10.546 -1.9 0.0 0.2 0.924
O -7.535 -2.548 9.719 1.8 0.4 -0.7 -0.569
O -9.212 -2.583 10.976 0.0 0.9 0.9 -0.576
H -7.351 3.140 11.950 0.3 0.0 0.3 0.354
H -5.887 2.036 10.200 -0.1 0.2 0.1 0.374
H -6.294 -0.219 9.582 0.4 -0.5 0.3 0.357
H -9.533 -0.388 12.385 -0.4 -0.3 -0.4 0.368
H -8.983 1.878 13.097 -0.6 -0.5 0.0 0.358
C 4.680 6.670 19.614 -1.1 -0.7 -0.5 -0.240
C 3.514 6.007 20.038 0.5 0.5 1.6 -0.577
C 3.282 5.898 21.431 0.7 0.8 1.8 -0.187
C 4.208 6.431 22.359 -0.5 -1.4 -2.2 0.097
C 5.392 6.918 21.785 -1.0 0.4 8.2 -0.322
C 5.577 7.181 20.549 0.8 0.2 -5.2 -0.430
N 3.965 6.450 23.860 1.2 2.6 -0.1 0.852
O 4.690 7.282 24.475 -1.3 -2.1 -1.1 -0.526
O 3.032 5.857 24.351 0.6 -0.2 -0.6 -0.545
H 4.938 6.702 18.565 -0.3 0.3 -0.2 0.365
H 2.707 5.627 19.429 0.4 0.0 -0.5 0.374
H 2.436 5.450 21.931 -0.5 -0.2 -0.7 0.420
H 6.085 7.264 22.538 0.4 0.1 0.0 0.361
H 6.470 7.735 20.302 0.0 -0.2 -0.6 0.357
C -6.617 9.291 9.237 2.1 0.0 1.1 -0.209
C -7.764 9.101 8.491 0.6 0.4 1.3 -0.705
C -7.590 8.737 7.205 -1.9 -0.4 -2.0 0.057
C -6.365 8.485 6.647 -0.2 0.4 -0.6 -0.070
C -5.249 8.565 7.406 1.8 0.6 1.1 -0.149
C -5.322 9.011 8.746 -1.5 -0.7 -1.7 -0.673
N -6.277 8.254 5.192 -0.2 -1.9 -1.8 0.847
O -5.260 7.662 4.740 -2.2 1.8 1.1 -0.525
O -7.287 8.526 4.510 2.2 -0.2 1.2 -0.539
H -6.622 9.662 10.252 -0.5 0.0 0.2 0.352
H -8.737 9.263 8.929 0.0 0.1 -0.1 0.406
H -8.461 8.655 6.571 0.0 -0.1 -0.1 0.403
H -4.278 8.399 6.962 0.0 -0.2 -0.1 0.406
H -4.384 9.074 9.278 -0.3 0.3 0.4 0.400
C 4.069 3.368 12.667 1.7 -0.3 -0.9 -0.118
C 2.856 3.157 13.224 -2.8 -0.2 -1.6 -0.582
C 1.707 3.739 12.579 1.0 1.3 0.7 -0.261
C 1.881 4.772 11.582 -0.9 -2.3 2.6 0.092
C 3.161 4.985 11.147 1.1 0.7 -0.9 -0.213
C 4.261 4.235 11.620 -1.1 1.1 -0.1 -0.555
N 0.648 5.466 11.024 -0.3 -0.8 -1.9 0.894
O 0.779 6.014 9.941 1.1 0.4 0.4 -0.538
O -0.468 5.307 11.484 1.0 -0.3 1.4 -0.565
H 4.897 2.720 12.915 0.2 0.1 0.5 0.343
H 2.812 2.309 13.890 -0.7 0.3 0.4 0.350
H 0.720 3.512 12.954 -0.1 0.0 -0.2 0.398
H 3.317 5.748 10.399 0.1 0.0 -0.2 0.392
H 5.260 4.370 11.232 -0.1 0.2 -0.3 0.363
```
Positions in Å, forces in eV/Å.

Summary:
* LUMO: -0.032 Eh
* energy: -9944.495806 Ha
* charge: 0
* energy above the lowest of the compared OMol25 structures with the same formula, charge and spin: 99.5 kcal/mol

ORCA calculation (wB97M-V/def2-TZVPD) on C31H26BrIrN3O2 as an isolated structure in a non-equilibrium geometry.

Structure (XYZ):
```
64
Properties=species:S:1:pos:R:3:forces:R:3:nbo_charge:R:1
Ir -0.382 0.473 -0.090 1.3 -3.0 -2.2 1.198
C -1.116 3.751 -0.562 -0.1 0.0 -0.1 -0.661
C -2.007 2.887 -1.396 0.2 0.2 0.1 0.290
C -3.095 3.432 -2.073 -0.1 -0.1 -0.2 -0.217
C -3.909 2.615 -2.831 0.1 0.1 0.1 -0.125
C -3.602 1.267 -2.929 0.1 -0.1 0.0 -0.216
C -2.494 0.780 -2.261 -0.3 0.3 0.1 0.167
N -1.734 1.579 -1.484 0.9 0.3 1.2 -0.435
C -2.093 -0.629 -2.316 0.0 -0.2 -0.2 0.200
C -2.472 -1.503 -3.324 0.0 0.0 -0.1 -0.201
C -2.004 -2.804 -3.290 0.1 0.1 0.1 -0.144
C -1.177 -3.200 -2.250 0.0 0.0 -0.1 -0.161
C -0.833 -2.279 -1.272 0.1 -0.1 0.0 0.152
N -1.288 -1.026 -1.332 -1.1 0.9 1.3 -0.405
C 0.023 -2.583 -0.113 0.1 -0.2 0.2 0.244
C 0.559 -3.840 0.115 -0.1 0.1 -0.1 -0.244
C 1.333 -4.045 1.245 0.0 0.1 0.1 -0.126
C 1.494 -3.012 2.147 -0.1 -0.2 -0.1 -0.218
C 0.899 -1.779 1.891 0.1 0.1 0.2 0.282
C 0.956 -0.674 2.894 0.0 0.0 0.0 -0.660
N 0.223 -1.574 0.754 0.1 1.6 0.1 -0.460
H -0.930 4.698 -1.066 0.0 0.0 0.0 0.240
H -0.171 3.246 -0.367 0.0 0.1 0.0 0.248
H -1.600 3.967 0.393 0.0 0.0 0.0 0.257
H -3.295 4.491 -1.995 0.0 0.0 0.1 0.241
H -4.774 3.018 -3.338 0.0 0.0 0.0 0.240
H -4.230 0.601 -3.503 0.0 0.0 0.0 0.233
H -3.096 -1.162 -4.137 0.0 0.0 0.0 0.239
H -2.267 -3.502 -4.073 0.0 0.0 0.0 0.242
H -0.806 -4.211 -2.213 0.0 0.0 0.0 0.229
H 0.367 -4.658 -0.562 0.0 0.0 -0.1 0.231
H 1.779 -5.012 1.432 0.0 0.0 0.0 0.239
H 2.057 -3.155 3.058 0.0 0.0 0.0 0.242
H 1.509 -0.980 3.779 0.0 0.0 0.0 0.231
H -0.060 -0.397 3.178 0.0 0.0 0.0 0.254
H 1.426 0.211 2.468 -0.1 0.0 0.1 0.262
C 2.532 -1.838 -2.519 -0.1 0.3 -0.2 -0.721
C 2.168 -0.682 -1.619 0.5 0.0 0.2 0.629
O 1.120 -0.065 -1.845 -0.8 -0.3 0.0 -0.657
C 3.058 -0.327 -0.528 -0.5 0.2 0.4 -0.334
C 4.312 -0.948 -0.383 0.1 0.0 0.0 -0.126
C 5.191 -0.582 0.604 0.1 -0.1 0.0 -0.276
C 4.828 0.433 1.497 -0.1 0.0 -0.1 -0.152
C 3.603 1.046 1.405 0.0 0.2 -0.1 -0.259
C 2.666 0.684 0.408 0.1 -0.6 -0.4 0.412
O 1.508 1.275 0.420 -0.9 1.2 0.7 -0.761
H 1.744 -1.969 -3.258 0.0 0.0 0.0 0.234
H 2.647 -2.752 -1.936 0.1 0.0 0.0 0.236
H 3.471 -1.642 -3.036 0.0 -0.1 0.0 0.252
H 4.601 -1.726 -1.077 0.0 0.0 0.0 0.213
H 6.151 -1.070 0.691 0.0 0.0 0.0 0.225
H 5.518 0.734 2.275 0.0 0.0 0.0 0.224
H 3.319 1.835 2.091 0.0 0.0 0.0 0.220
Br -3.123 3.385 5.330 0.0 -0.1 -0.1 0.069
C -2.387 2.535 3.801 0.0 0.1 0.1 -0.094
C -1.097 2.849 3.402 -0.1 -0.1 0.0 -0.229
C -0.561 2.216 2.290 0.1 0.1 0.1 -0.275
C -1.299 1.282 1.565 0.0 -0.6 -0.8 -0.173
C -2.595 0.999 1.974 0.0 -0.1 -0.1 -0.203
C -3.141 1.616 3.094 -0.1 0.1 0.1 -0.255
H -0.521 3.584 3.949 0.0 0.0 0.0 0.232
H 0.450 2.463 1.990 0.0 0.0 0.0 0.245
H -3.203 0.286 1.427 0.0 0.0 0.0 0.205
H -4.150 1.388 3.411 0.0 0.0 0.0 0.232
```
Positions in Å, forces in eV/Å.

Summary:
* LUMO: -0.140 Eh
* energy: -4189.833062 Ha
* charge: +1
* energy above the lowest of the compared OMol25 structures with the same formula, charge and spin: 55.5 kcal/mol

ORCA calculation (wB97M-V/def2-TZVPD) on C31H26BrMgN3O3PSbSe4 as an isolated structure in a non-equilibrium geometry.

Structure (XYZ):
```
71
Properties=species:S:1:pos:R:3:forces:R:3:nbo_charge:R:1
Mg -0.464 -0.539 0.109 -0.5 0.6 -0.2 1.641
N 0.673 2.782 -1.752 -0.3 -0.5 -0.1 -0.787
C 1.743 2.458 -2.515 0.1 -0.1 0.1 0.236
C 2.501 3.495 -3.120 -0.1 -0.1 0.0 -0.271
C 3.578 3.227 -3.932 0.0 0.0 0.0 -0.184
C 3.975 1.911 -4.183 -0.1 0.0 0.1 -0.329
C 3.284 0.894 -3.548 -0.1 0.0 0.0 -0.088
C 2.189 1.124 -2.701 0.1 0.0 -0.1 -0.451
P 1.535 -0.292 -1.725 0.2 0.4 -0.4 0.807
C 3.112 -0.967 -1.073 0.0 0.0 0.1 -0.309
C 3.822 -2.047 -1.584 0.1 0.0 0.0 -0.223
C 5.001 -2.466 -0.973 -0.1 0.1 0.1 -0.208
C 5.478 -1.808 0.154 -0.1 0.0 -0.1 -0.240
C 4.774 -0.722 0.668 0.0 -0.1 -0.1 -0.156
C 3.598 -0.307 0.062 0.0 0.0 -0.1 -0.222
C 0.981 -1.485 -3.008 0.1 -0.1 0.1 -0.346
C 0.756 -2.817 -2.629 0.0 0.0 0.0 -0.165
C 0.238 -3.726 -3.544 0.0 0.1 0.0 -0.237
C -0.076 -3.321 -4.839 0.0 0.0 0.1 -0.223
C 0.132 -2.000 -5.215 0.0 0.0 0.1 -0.218
C 0.658 -1.087 -4.304 0.0 -0.1 0.0 -0.195
H -0.089 2.129 -1.551 0.3 0.0 -0.1 0.434
H 0.447 3.744 -1.609 0.0 0.2 0.1 0.388
H 2.206 4.521 -2.927 0.0 0.0 0.0 0.199
H 4.127 4.053 -4.376 -0.1 0.0 0.0 0.195
H 4.817 1.692 -4.830 -0.1 0.0 0.1 0.198
H 3.615 -0.131 -3.692 0.0 0.1 0.0 0.198
H 3.456 -2.578 -2.455 0.0 0.0 0.0 0.215
H 5.538 -3.322 -1.370 0.0 0.1 0.0 0.198
H 6.386 -2.148 0.639 0.0 0.0 0.0 0.200
H 5.129 -0.207 1.554 0.0 0.0 0.0 0.207
H 3.039 0.533 0.478 0.1 -0.1 0.0 0.260
H 0.992 -3.144 -1.615 0.0 0.0 -0.1 0.252
H 0.076 -4.755 -3.240 0.0 0.1 0.0 0.208
H -0.491 -4.031 -5.547 0.0 0.0 0.0 0.199
H -0.120 -1.674 -6.218 0.0 0.0 0.1 0.202
H 0.813 -0.055 -4.599 0.0 0.0 0.0 0.227
Se -4.381 1.573 2.029 0.0 0.0 0.0 -0.958
Sb -2.438 2.298 0.704 -0.1 -0.1 -0.2 0.694
Se 1.316 2.690 2.043 0.3 0.0 -0.1 -0.707
Se -0.448 1.159 2.025 -0.2 0.1 0.4 -0.576
Se -2.313 0.659 -1.327 0.4 0.1 0.1 -1.104
Br 4.156 -4.978 5.226 0.0 0.0 0.0 -0.013
C 3.380 -3.499 4.293 0.0 0.1 -0.1 -0.105
C 3.507 -2.227 4.834 -0.1 0.0 -0.1 -0.251
C 2.948 -1.153 4.149 0.0 0.0 0.0 -0.206
C 2.273 -1.357 2.950 0.0 0.0 0.2 -0.168
C 2.157 -2.641 2.429 0.1 0.0 0.1 -0.155
C 2.716 -3.726 3.102 0.0 0.1 0.0 -0.157
C 1.431 -2.879 1.125 -0.2 0.2 -0.4 0.795
O 1.512 -3.983 0.579 -0.2 0.4 0.1 -0.694
O 0.786 -1.857 0.687 0.5 -1.0 0.0 -0.932
H 4.029 -2.083 5.772 0.0 0.0 0.0 0.213
H 3.028 -0.147 4.550 0.0 -0.1 0.0 0.228
H 1.836 -0.516 2.421 0.0 -0.1 0.1 0.266
H 2.623 -4.715 2.672 0.0 0.1 0.0 0.237
N -4.748 -4.842 3.923 0.2 0.0 -0.1 -0.823
C -3.811 -5.124 2.971 0.0 0.2 0.0 0.663
O -3.513 -6.265 2.676 -0.1 -0.1 0.1 -0.616
C -3.179 -3.935 2.293 -0.3 -0.2 0.4 -0.132
C -3.175 -2.666 2.838 0.0 0.3 0.1 -0.191
C -2.577 -1.621 2.141 -0.1 0.0 -0.4 0.057
N -2.001 -1.803 0.948 -0.1 -1.1 0.4 -0.528
C -2.016 -3.048 0.424 -0.1 0.5 0.2 0.066
C -2.582 -4.133 1.064 0.2 0.0 -0.4 -0.220
H -5.179 -5.615 4.393 -0.1 -0.1 0.0 0.396
H -5.079 -3.911 4.089 0.0 0.1 0.0 0.401
H -3.607 -2.444 3.806 0.0 0.0 0.0 0.203
H -2.610 -0.605 2.524 0.1 -0.1 0.0 0.259
H -1.562 -3.168 -0.556 0.1 0.1 0.1 0.210
H -2.559 -5.121 0.623 0.0 0.1 0.0 0.237
```
Positions in Å, forces in eV/Å.

Summary:
* LUMO: 0.136 Eh
* energy: -14548.704796 Ha
* charge: -2